1.
C24H43Cl2N4O4SiTm | ωB97M-V/def2-TZVPD

Cartesian coordinates (Å):
C (2.0971, 0.4621, -3.6175)
C (1.6187, 1.5059, -2.6679)
H (1.4361, 0.4044, -4.4937)
H (2.0992, -0.5342, -3.1587)
H (3.1180, 0.7154, -3.9600)
C (1.2434, 2.7222, -3.0927)
C (1.2280, 3.1234, -4.5215)
H (1.0366, 3.5192, -2.3812)
H (0.7995, 2.3574, -5.1817)
H (2.2322, 3.3851, -4.8861)
H (0.6144, 4.0208, -4.6305)
Tm (-0.1485, -0.8185, 0.8803)
Cl (1.0448, -3.0845, 0.6964)
C (0.4593, 1.6810, 2.8996)
O (-0.4432, 0.9906, 2.3256)
N (0.2445, 2.6753, 3.7530)
C (-1.0795, 3.2931, 3.8799)
C (1.3696, 3.3156, 4.4481)
H (1.5222, 1.4540, 2.7103)
H (-1.8390, 2.5639, 3.5762)
H (-1.1502, 4.1973, 3.2490)
H (-1.2145, 3.5896, 4.9276)
H (2.2974, 2.7994, 4.1849)
H (1.2212, 3.2564, 5.5315)
H (1.4576, 4.3699, 4.1632)
H (-2.3743, -3.6112, 5.4307)
H (-0.2464, -5.7483, 4.5673)
C (-2.5664, -3.7776, 4.3607)
C (-0.8860, -5.5459, 3.6992)
N (-1.3413, -4.1507, 3.6644)
H (-2.9280, -2.8428, 3.9286)
C (-0.5871, -3.2120, 3.0969)
O (-0.9750, -2.0646, 2.7259)
H (-0.2814, -5.7211, 2.8074)
H (0.4416, -3.5469, 2.8962)
H (-3.3102, -4.5716, 4.2466)
H (-1.7303, -6.2403, 3.7067)
H (-0.7314, 0.3265, -2.9321)
H (-1.4033, 3.2478, -2.3947)
C (-1.8270, 0.4182, -2.9111)
C (-2.3820, 2.7572, -2.2879)
N (-2.2315, 1.3645, -1.8717)
H (-2.2639, -0.5684, -2.7290)
C (-2.2525, 1.0223, -0.5848)
O (-2.0059, -0.1497, -0.1589)
H (-2.9800, 3.3002, -1.5483)
H (-2.5273, 1.8319, 0.1200)
H (-2.1765, 0.8265, -3.8624)
H (-2.8750, 2.7710, -3.2623)
O (0.7539, 0.2514, -0.8085)
C (1.7018, 1.1676, -1.1917)
C (0.3661, 3.0543, -0.1060)
C (1.5832, 2.4088, -0.3086)
H (-0.5494, 2.5938, -0.4886)
C (0.3317, 4.2718, 0.5779)
H (2.6963, 0.7335, -1.0032)
C (2.7309, 2.8490, 0.3374)
H (-0.6136, 4.8090, 0.7054)
C (1.5202, 4.8028, 1.0821)
C (2.7099, 4.0719, 1.0016)
H (3.6302, 2.2304, 0.2860)
H (1.5232, 5.7925, 1.5519)
H (3.6368, 4.4574, 1.4292)
Si (-0.3560, -4.0074, -2.2048)
Cl (0.4043, -2.0095, -2.1928)
C (-1.9812, -3.7507, -1.3044)
C (0.9406, -5.1948, -1.4857)
C (-0.4889, -4.5340, -3.9986)
H (-1.9597, -3.0031, -0.4988)
H (-2.3058, -4.7059, -0.8734)
H (-2.7436, -3.4160, -2.0226)
H (-1.2542, -3.9835, -4.5624)
H (-0.7633, -5.6016, -4.0585)
H (0.4672, -4.4061, -4.5342)
H (0.6332, -5.6108, -0.5095)
H (1.9321, -4.7254, -1.3699)
H (1.0677, -6.0315, -2.1887)
N (3.3324, -0.1666, 1.8539)
C (2.2306, -0.4273, 1.5444)

The calculated total energy is -102194.2352 eV. For the orbital gap (alpha / beta), the calculation gives 8.03 / 8.03 eV. As for the net charge: 0. The multiplicity is 3.

Atomic partial charges in e from the Löwdin method, atoms 1 to 5:
1 C -0.068
2 C -0.240
3 H 0.076
4 H 0.016
5 H 0.101

---

2.
C14H20O2S | ωB97M-V/def2-TZVPD

Cartesian coordinates (Å):
O (1.1990, -3.5460, 0.3656)
O (-0.2443, -2.1874, 1.4408)
S (1.1782, -0.5676, -1.4324)
C (0.4216, -2.5891, 0.3468)
C (-0.4250, 2.5907, 1.4382)
C (0.5073, 0.6158, -0.2965)
C (0.6496, 1.7917, 1.8265)
C (-1.0638, 2.4697, 0.1920)
C (1.1359, 0.8135, 0.9417)
C (-0.6229, 1.4360, -0.6825)
C (1.3422, 1.9821, 3.1747)
C (-2.1347, 3.5137, -0.1450)
C (2.4197, 0.0718, 1.3421)
C (-1.2429, 1.2465, -2.0591)
C (-0.8562, -3.9947, -2.1022)
C (0.0705, -1.9339, -0.9946)
C (0.1690, -2.8885, -2.1805)
H (0.0201, -2.8173, 2.1418)
H (-0.7289, 3.3729, 2.1334)
H (0.8049, 2.6689, 3.8082)
H (1.4139, 1.0461, 3.6854)
H (2.3630, 2.3745, 3.0705)
H (-2.3673, 4.2319, 0.6543)
H (-1.8557, 4.0867, -1.0290)
H (-3.0848, 3.0368, -0.3585)
H (3.1762, 0.7009, 1.7443)
H (2.1468, -0.6534, 2.1194)
H (2.9118, -0.4772, 0.5454)
H (-1.4713, 0.1559, -2.2484)
H (-0.5991, 1.6436, -2.8349)
H (-2.1940, 1.7942, -2.1270)
H (-0.6605, -4.5964, -1.2058)
H (-1.8595, -3.5710, -2.0438)
H (-0.7864, -4.6807, -2.9753)
H (-0.9391, -1.5193, -0.8464)
H (1.1810, -3.2789, -2.2802)
H (0.0255, -2.3426, -3.1295)

The calculated total energy is -29773.4127 eV. For the orbital gap, the calculation gives 9.28 eV. As for the net charge: 0. Its SMILES is CC[C@H](Sc1c(C)c(C)cc(C)c1C)C(=O)O. The multiplicity is 1.

Atomic partial charges in e from the Löwdin method, atoms 1 to 5:
1 O 0.074
2 O 0.115
3 S 1.028
4 C -0.514
5 C -0.008

---

3.
C7H14ClNO3Si | ωB97M-V/def2-TZVPD

Cartesian coordinates (Å):
Cl (-3.9531, -1.1801, 0.5929)
O (0.3210, -0.6402, 1.5729)
O (-1.4239, 1.0767, 0.5134)
O (-0.8616, -1.2300, -0.8388)
N (1.2790, 0.5950, -0.6356)
C (1.5298, -1.2378, 1.0762)
C (-0.5004, 2.1650, 0.4919)
C (-0.7768, -0.2754, -1.8382)
C (2.0900, -0.5117, -0.2014)
C (0.9533, 1.7715, 0.3740)
C (0.6096, 0.3671, -1.9265)
C (-2.4352, -1.6871, 1.4102)
Si (-1.1119, -0.5483, 0.6567)
H (1.3337, -2.3099, 0.9346)
H (2.2242, -1.1384, 1.8846)
H (-0.7659, 2.7800, -0.4200)
H (-0.5934, 2.8717, 1.3839)
H (-1.2416, -0.7269, -2.7234)
H (-1.5956, 0.4143, -1.4718)
H (2.9881, -0.0836, 0.1355)
H (2.2813, -1.2749, -1.0042)
H (1.1881, 1.3696, 1.3424)
H (1.6007, 2.6551, 0.1704)
H (1.2327, -0.2210, -2.6041)
H (0.5010, 1.2863, -2.5684)
H (-2.3004, -2.7232, 1.1786)
H (-2.5726, -1.5639, 2.5142)

The calculated total energy is -35520.2782 eV. For the orbital gap, the calculation gives 9.19 eV. As for the net charge: 0. Its SMILES is ClC[Si]12OCCN(CCO1)CCO2. The multiplicity is 1.

Atomic partial charges in e from the Löwdin method, atoms 1 to 5:
1 Cl 0.507
2 O -0.202
3 O -0.175
4 O -0.159
5 N -0.137

---

4.
C2H7NO | ωB97M-V/def2-TZVPD

Cartesian coordinates (Å):
N (-2.7677, 2.3382, 1.9319)
H (-2.1021, 2.0261, 1.2572)
H (-3.6572, 2.2380, 1.4375)
H (-2.6872, 3.2837, 2.2434)
C (1.9213, -2.1594, -1.3449)
C (1.7300, -0.8652, -1.1343)
O (0.9431, -0.3425, -0.1510)
H (2.7455, -2.5331, -1.9278)
H (1.2392, -2.9153, -0.9835)
H (2.1834, -0.0357, -1.6597)
H (0.4517, -1.0347, 0.3311)

The calculated total energy is -5723.9915 eV. For the orbital gap, the calculation gives 9.96 eV. As for the net charge: 0. Its SMILES is C=CO.N. The multiplicity is 1.

Atomic partial charges in e from the Löwdin method, atoms 1 to 5:
1 N 0.009
2 H -0.011
3 H 0.009
4 H -0.006
5 C -0.008

---

5.
C4H10N2O2 | ωB97M-V/def2-TZVPD

Cartesian coordinates (Å):
C (-0.7472, 0.5556, -0.4352)
C (-1.0196, 0.4683, 1.1524)
C (-0.2655, 1.4519, 2.0947)
O (-2.3545, 0.6488, 1.2415)
N (0.6735, 0.3074, -0.5994)
C (1.0110, -0.9694, -1.1530)
N (2.4414, -1.0617, -1.4325)
O (0.2627, -1.9434, -1.3113)
H (-1.2935, -0.2350, -0.7464)
H (-1.0210, 1.6311, -0.7253)
H (-0.8187, -0.5772, 1.4486)
H (0.6892, 1.8324, 1.5367)
H (-0.7920, 2.2875, 2.2411)
H (0.0297, 0.9343, 2.9926)
H (-2.5662, 1.6630, 1.1619)
H (1.1136, 1.1884, -0.8603)
H (2.9000, -1.8672, -1.0673)
H (2.8167, -0.2586, -1.1536)

The calculated total energy is -11384.3548 eV. For the orbital gap, the calculation gives 9.92 eV. As for the net charge: 0. Its SMILES is C[C@@H](O)CNC(N)=O. The multiplicity is 1.

Atomic partial charges in e from the Löwdin method, atoms 1 to 5:
1 C -0.129
2 C -0.456
3 C -0.020
4 O -0.068
5 N 0.030

---

6.
C15H12CrN2O5 | ωB97M-V/def2-TZVPD

Cartesian coordinates (Å):
Cr (-0.0278, 0.5805, 0.0620)
O (0.0602, -2.5687, -2.4270)
C (0.1861, -1.6727, -1.7860)
C (-1.5048, 1.7204, -0.0883)
O (-2.5759, 2.2305, -0.3873)
C (0.7387, 0.2090, 1.7602)
O (1.2245, -0.3054, 2.7185)
C (1.4080, 1.5004, -0.8109)
O (2.2741, 2.0106, -1.3771)
C (-3.7101, -4.6177, 2.2755)
N (-2.6048, -3.7396, 1.8724)
N (-2.7670, -2.4610, 1.4329)
C (-1.5474, -1.9983, 0.9866)
O (-1.4082, -0.8126, 0.5209)
C (-0.6317, -3.0625, 1.1414)
C (-1.3196, -4.1203, 1.6728)
C (-0.8184, -5.4821, 1.9876)
C (-3.9872, -1.7273, 1.5914)
C (-4.7536, -1.8465, 2.7496)
C (-5.9646, -1.1631, 2.8309)
C (-6.3474, -0.2956, 1.7932)
C (-5.5233, -0.1300, 0.6693)
C (-4.3479, -0.8639, 0.5571)
H (-3.3473, -5.6502, 2.2333)
H (-4.5731, -4.5321, 1.6112)
H (-4.0216, -4.4284, 3.3089)
H (0.4129, -3.0063, 0.9024)
H (-0.9140, -5.7365, 3.0535)
H (-1.3221, -6.2679, 1.4037)
H (0.2398, -5.5129, 1.7340)
H (-4.4138, -2.4572, 3.5835)
H (-6.6078, -1.2970, 3.7059)
H (-7.2979, 0.2635, 1.8622)
H (-5.7963, 0.5703, -0.1231)
H (-3.7048, -0.7615, -0.3052)

The calculated total energy is -57354.9261 eV. For the orbital gap (alpha / beta), the calculation gives 6.62 / 5.45 eV. As for the net charge: +3. The multiplicity is 4.

Atomic partial charges in e from the Löwdin method, atoms 1 to 5:
1 Cr 0.662
2 O 0.187
3 C 0.058
4 C 0.060
5 O 0.199